one.
13
Properties=species:S:1:pos:R:3 method="wB97M-V/def2-TZVPD" gap_ev=8.76 homo_energy_ev=-8.280
H 0.52276 -3.69175 1.31193
N 0.11090 -2.77019 1.45053
N -0.84046 -2.70347 0.58367
S -1.45660 -1.29682 0.19969
C -0.77426 0.12071 1.01221
C -0.09704 1.04915 0.36683
N 0.49854 0.78761 -0.84036
N 1.08016 1.88251 -1.58521
H -1.09089 0.48181 2.02600
H 0.31539 1.84613 0.98616
H -0.16303 0.05356 -1.19088
H 1.50894 1.59739 -2.49461
H 0.38562 2.64334 -1.82595


two.
13
Properties=species:S:1:pos:R:3 method="wB97M-V/def2-TZVPD" gap_ev="7.89 / 7.89" homo_energy_ev="-7.784 / -7.783"
C -1.33145 -1.21945 0.73631
C 2.04286 0.22619 -0.47216
N -1.25330 0.99058 0.31299
N -0.04455 0.95433 -0.03229
N 0.61915 -0.03348 -0.43948
N -1.87784 -0.27951 0.15185
S -3.30641 -0.11529 -0.60401
H -1.89485 -2.05170 0.70663
H -0.33632 -1.15414 1.06265
H 2.38723 0.28732 -1.55670
H 2.20655 1.16295 0.06386
H 2.41251 -0.68996 0.12362
H 0.37643 1.92217 -0.05327


three.
13
Properties=species:S:1:pos:R:3 method="wB97M-V/def2-TZVPD" smiles="CN1CN=[N+]([S-])N1" gap_ev="8.54 / 8.54" homo_energy_ev="-8.666 / -8.666"
C 1.42269 0.74811 0.41974
N 0.49218 0.20069 -0.47991
C 0.11328 -1.24037 -0.20533
N -1.22368 -1.20593 0.30417
N -1.73008 -0.08147 0.01709
S -3.29770 0.31837 0.13873
N -0.77753 0.86166 -0.42730
H 1.95374 1.61785 -0.11713
H 0.97588 0.74545 1.51812
H 2.25563 -0.06206 0.64053
H 0.73769 -1.73259 0.59486
H 0.16645 -1.62416 -1.24047
H -1.08856 1.45444 -1.16309


Name the least stable of them. two.


one.
7
Properties=species:S:1:pos:R:3 method="wB97M-V/def2-TZVPD" smiles="N=[SiH2].Cl" gap_ev=9.26 homo_energy_ev=-9.811
N -0.20732 0.37529 -1.09776
Si -1.03532 -0.04214 0.16097
H -0.55072 0.94677 -1.84098
H -1.81685 0.75431 1.05519
H -1.33059 -1.44382 0.65953
Cl 2.97800 -0.70007 0.77262
H 1.96280 0.10966 0.29043


two.
7
Properties=species:S:1:pos:R:3 method="wB97M-V/def2-TZVPD" smiles=N[SiH2]Cl gap_ev=10.90 homo_energy_ev=-10.159
N 0.71073 0.96772 -0.37445
Si -0.54133 -0.49445 0.10356
Cl -2.46396 0.28780 -0.09225
H 0.98430 1.39676 0.50072
H 1.47715 0.39650 -0.76009
H -0.34744 -1.02877 1.45563
H 0.18055 -1.52557 -0.83312


Name the least stable of them. one.


one.
83
Properties=species:S:1:pos:R:3 method="wB97M-V/def2-TZVPD" gap_ev=6.82 homo_energy_ev=-10.059 charge=+1
Pt -1.46944 -0.74153 0.31466
C -4.22759 -3.77945 -3.84872
C -4.19930 -2.30792 -3.46560
N -4.82238 -2.05554 -2.16593
C -6.28328 -1.91296 -2.17857
C -6.71766 -0.49457 -2.51233
C -4.13920 -1.90144 -1.03866
S -2.46252 -2.34126 -0.99609
N -4.82822 -1.55723 0.04698
C -4.38638 -0.88132 1.07444
O -3.25600 -0.27718 1.17554
C -5.39780 -0.67621 2.15575
C -5.04470 -0.41133 3.47268
C -6.01672 -0.23332 4.44472
C -7.35967 -0.30035 4.10776
C -7.72491 -0.55205 2.79259
C -6.75288 -0.74147 1.82602
H -3.83536 -3.90969 -4.85721
H -5.24017 -4.18253 -3.82799
H -3.61344 -4.36425 -3.16325
H -4.73556 -1.69877 -4.19450
H -3.17526 -1.94566 -3.42341
H -6.65331 -2.20339 -1.19919
H -6.66585 -2.62604 -2.90941
H -6.39740 0.19539 -1.73110
H -7.80362 -0.44711 -2.59196
H -6.29733 -0.15744 -3.46036
H -4.00804 -0.35670 3.75340
H -5.72183 -0.04130 5.46782
H -8.11865 -0.15510 4.86498
H -8.77005 -0.60068 2.51759
H -7.03665 -0.92785 0.80098
C 11.79642 2.44768 -0.12863
O 10.97692 2.49009 1.03091
C 9.67763 2.15534 0.89987
C 9.08712 1.73684 -0.29114
C 7.74428 1.39841 -0.30602
C 6.97144 1.47487 0.84705
C 7.57345 1.90941 2.03101
C 8.90763 2.24477 2.06216
C 5.56552 1.07827 0.78553
N 4.97119 0.55214 -0.26309
C 3.68337 0.32393 0.13447
C 3.48674 0.71440 1.43933
N 4.70582 1.19495 1.84933
C 2.24063 0.57400 2.11559
C 1.99063 0.87627 3.46426
C 0.75052 0.63329 3.98166
C -0.27762 0.11158 3.17441
N -0.07169 -0.14329 1.89085
C 1.17220 0.06219 1.36651
C 1.37027 -0.35488 -0.00195
N 0.28829 -0.86642 -0.65127
C 0.43701 -1.32393 -1.88802
C 1.66341 -1.27391 -2.55749
C 2.75465 -0.72392 -1.93689
C 2.61728 -0.25057 -0.62391
H 12.77871 2.78314 0.18844
H 11.41671 3.11725 -0.90310
H 11.86793 1.43108 -0.52101
H 9.65995 1.67111 -1.20365
H 7.27933 1.07118 -1.22569
H 7.00772 1.99152 2.95159
H 9.38372 2.57705 2.97416
H 4.92740 1.60098 2.74065
H 2.77560 1.27442 4.09452
H 0.53377 0.84331 5.01931
H -1.63292 -0.03294 4.81863
H -0.44122 -1.74466 -2.35061
H 1.72643 -1.67218 -3.55987
H 3.71587 -0.64416 -2.42655
C -1.10469 0.84198 -4.57302
S -2.05036 0.68513 -3.04617
C -1.58733 2.23440 -2.25286
H -1.45359 1.68258 -5.17112
H -1.24630 -0.07397 -5.14492
H -0.04306 0.96743 -4.35644
H -0.50433 2.30080 -2.14378
H -2.04623 2.23984 -1.26501
H -1.95238 3.08943 -2.81946
C -1.63074 -0.13775 3.73627
H -2.32244 0.58152 3.29868
H -1.97945 -1.13375 3.46482


two.
83
Properties=species:S:1:pos:R:3 method="wB97M-V/def2-TZVPD" gap_ev="5.85 / 5.85" homo_energy_ev="-10.051 / -10.051" charge=+1
Pt -0.54601 0.12073 0.13454
C -4.35575 3.09539 -2.56948
C -3.80166 1.96020 -3.41845
N -2.36547 2.07760 -3.64634
C -1.96064 2.83730 -4.82597
C -1.84151 1.97101 -6.07164
C -1.41532 1.41434 -2.93638
S -2.06123 0.58969 -1.48725
N -0.19313 1.46804 -3.34242
C 1.25502 1.82318 -1.52322
O 0.85474 1.69854 -0.34804
C 2.11026 2.96841 -1.86394
C 2.69871 3.71603 -0.84229
C 3.51814 4.78533 -1.15101
C 3.74089 5.12296 -2.48096
C 3.15243 4.38764 -3.50104
C 2.34417 3.30548 -3.19774
H -5.43980 3.01352 -2.48251
H -4.12254 4.06358 -3.01484
H -3.92491 3.06726 -1.56854
H -4.28291 1.95068 -4.39894
H -4.02324 0.99782 -2.96152
H -1.01065 3.32329 -4.61077
H -2.70888 3.61874 -4.97135
H -1.06545 1.22006 -5.93181
H -1.58408 2.58194 -6.93768
H -2.78304 1.46286 -6.28696
H 2.51095 3.44310 0.18700
H 3.98381 5.35881 -0.36106
H 4.37759 5.96394 -2.72250
H 3.32390 4.65930 -4.53367
H 1.86761 2.73995 -3.98676
C 1.01953 -9.51227 9.82777
O 1.30055 -8.12206 9.94795
C 1.10328 -7.33720 8.87792
C 1.38549 -5.97884 9.06145
C 1.21577 -5.09590 8.02298
C 0.76038 -5.53754 6.77472
C 0.48236 -6.89192 6.60309
C 0.64923 -7.79161 7.63859
C 0.56543 -4.63489 5.65395
N 0.12409 -4.99002 4.48039
C 0.09464 -3.84048 3.71376
C 0.52632 -2.70013 4.53612
N 0.84532 -3.27761 5.74300
C 0.54575 -1.42715 4.08792
C 0.98564 -0.25486 4.78529
C 0.97147 0.94320 4.16877
C 0.61811 1.02102 2.76354
N 0.16824 0.03525 2.08299
C -0.18782 -1.22879 2.77114
C 0.13407 -2.36503 1.78448
N -0.25607 -2.80798 -0.92791
C -0.03448 -4.07096 -0.85745
C -0.20973 -5.04086 0.21289
C -0.27946 -4.89621 1.55783
C -0.11964 -3.72267 2.37626
H 1.23498 -9.94270 10.80013
H 1.65837 -9.97579 9.07386
H -0.03032 -9.67819 9.57974
H 1.73521 -5.65054 10.03022
H 1.44301 -4.05215 8.20192
H 0.13080 -7.23204 5.63888
H 0.42683 -8.83533 7.47659
H 1.15627 -2.80027 6.56850
H 1.35423 -0.33582 5.80120
H 1.31335 1.84126 4.66079
H 0.78491 1.94803 2.22246
H 0.32757 -4.49412 -1.79356
H -0.23228 -6.06068 -0.15284
H -0.38168 -5.81147 2.12962
C -1.69064 -1.14221 3.11428
S -1.02182 -2.06134 0.35416
C 1.59682 -2.28793 1.31923
H -2.05189 -2.11017 3.45894
H -2.28681 -0.81595 2.26175
H -1.82741 -0.41440 3.91448
H 2.23701 -2.33837 2.20168
H 1.80959 -1.36899 0.77686
H 1.84337 -3.13250 0.68112
C 0.84560 0.82411 -2.58339
H 1.67988 0.58002 -3.24147
H 0.52812 -0.08845 -2.06618


Name the least stable of them. two.


one.
12
Properties=species:S:1:pos:R:3 method="wB97M-V/def2-TZVPD" gap_ev="7.32 / 7.32" homo_energy_ev="-7.551 / -7.536"
C 0.92526 -0.50396 0.01472
C -0.34995 -0.97576 -0.62620
C -1.44013 -0.22446 -0.45953
C -1.45684 0.86831 0.49981
O -0.48105 0.95662 1.36695
C 0.67521 0.88954 0.54138
H 1.24823 -1.17943 0.81843
H 1.73844 -0.47617 -0.72046
H -0.34556 -1.87926 -1.23051
H -2.38656 -0.43751 -0.95417
H 0.39658 1.58198 -0.33204
H 1.47637 1.38009 1.08161


two.
12
Properties=species:S:1:pos:R:3 method="wB97M-V/def2-TZVPD" smiles="CCC#CC=O" gap_ev=10.69 homo_energy_ev=-10.334
C -1.95324 0.31030 0.00520
C -0.93924 -0.82800 -0.13390
C 0.43902 -0.37617 0.03248
C 1.55275 0.06086 0.19840
C 2.88452 0.55198 0.48650
O 3.10391 1.57355 1.09767
H -2.00407 0.66591 1.03808
H -1.68530 1.15927 -0.63306
H -2.94350 -0.05317 -0.28531
H -1.05034 -1.31084 -1.11020
H -1.12831 -1.60065 0.62159
H 3.70965 -0.08887 0.12515


Name the least stable of them. one.